Run w
Entry from the Open Molecules 2025 dataset: CH4Cl2Si as an isolated structure (ωB97M-V/def2-TZVPD).

Properties
Gap between HOMO and LUMO = 9.92 eV
Lowest unoccupied orbital energy = -0.796 eV

Geometry as XYZ:
```
8
CH4Cl2Si (ωB97M-V/def2-TZVPD)
C -0.77 -0.28 0.47
Si 0.74 0.03 -0.69
Cl -0.15 -0.18 2.58
Cl -1.77 1.05 0.14
H -1.38 -1.25 0.44
H 0.84 1.41 -0.67
H 0.61 -0.06 -2.05
H 1.88 -0.72 -0.21
```

And the natural (NBO) charges, in e, turn out to be:
1 C -0.51
2 Si 0.92
3 Cl -0.24
4 Cl 0.07
5 H 0.25
6 H -0.17
7 H -0.17
8 H -0.15

***

Run x
Entry from the Open Molecules 2025 dataset: a 2-piece molecular cluster, CH4Cl2Si overall (ωB97M-V/def2-TZVPD).

Properties
Gap between HOMO and LUMO (alpha / beta) = 8.28 / 7.74 eV
Lowest unoccupied orbital energy (alpha / beta) = -0.579 / 0.082 eV

Geometry as XYZ:
```
8
CH4Cl2Si (ωB97M-V/def2-TZVPD)
C -1.12 0.02 1.54
Si 0.83 0.10 -1.40
Cl 0.66 -1.81 -2.09
Cl 2.63 0.49 -0.43
H -1.68 0.65 0.86
H -0.93 -1.01 1.26
H -0.74 0.50 2.49
H 0.36 1.05 -2.24
```

And the natural (NBO) charges, in e, turn out to be:
1 C -0.55
2 Si 0.96
3 Cl -0.37
4 Cl -0.37
5 H 0.17
6 H 0.18
7 H 0.18
8 H -0.20

***

Verdict on stability: run x comes out on top.